A 12-piece molecular cluster, C66H59F7N12O2 overall in a non-equilibrium geometry. Source: the OMol25 dataset; level of theory: wB97M-V/def2-TZVPD.

Its LUMO energy is -1.27 eV. The orbital gap is 8.0 eV. Its SMILES is O=C1NC(=O)c2cc(C(F)(F)C(F)(F)C(F)(F)F)ccc21.c1ccncc1.c1ccncc1.c1ccncc1.c1ccncc1.c1ccncc1.c1ccncc1.c1ccncc1.c1ccncc1.c1ccncc1.c1ccncc1.c1ccncc1. The spin multiplicity is 1. The value obtained for the calculated total energy is -4056.7867 hartree.

Each line ends with the Mulliken charge.
Geometry (Å):
1 H -6.42082 7.16116 0.38103  0.3421
2 H 0.03572 8.49307 -1.85749  0.3799
3 H -1.36945 -10.25507 4.27428  0.4520
4 H 3.38632 3.18753 -3.63599  0.4843
5 H 3.23493 6.28608 6.81766  0.3521
6 H 0.78666 -11.82195 6.31821  0.3617
7 C -2.56797 -8.94631 3.05882  -0.8019
8 N 3.86448 -2.21750 -0.09314  -0.4015
9 H -2.70180 0.59552 -6.69032  0.3762
10 H 2.79804 8.61060 6.01783  0.3788
11 C -3.84066 6.33570 -1.41332  -0.3422
12 H -1.48848 -3.35188 2.38466  0.5671
13 C -2.51796 -7.97272 2.07420  -0.2733
14 H -1.75236 -1.50078 -7.65804  0.3753
15 F 0.95054 5.58391 -1.09773  -0.1780
16 N -4.04116 -3.75565 4.09285  -0.5659
17 H 4.07399 2.25302 -9.70607  0.3632
18 H 0.04400 -2.68475 -6.39214  0.3853
19 C -0.39562 -1.76846 -6.01188  -0.3717
20 C 1.78035 -14.04553 3.98082  -0.1495
21 C 2.78871 3.88047 -1.44272  0.0780
22 H -1.94300 -1.04114 1.55684  0.4917
23 H -1.40563 -0.48748 -0.81742  0.5571
24 C 1.39154 8.21434 -0.21254  -0.3587
25 C 7.23040 1.22560 -9.08997  -0.2656
26 H 2.38906 4.43449 0.77606  0.4692
27 C 0.18812 2.36620 -1.01798  0.7500
28 C -0.42543 -0.21174 -4.33851  -0.1792
29 H -7.36049 0.58739 -0.29913  0.3893
30 C 5.91032 1.50744 -7.12960  -0.3484
31 H 1.72607 -3.97320 1.84298  0.3521
32 F 0.63324 2.70270 -3.43840  -0.2197
33 C 5.06391 -3.73960 1.33454  -0.4276
34 N -8.26925 0.21200 1.50486  -0.2904
35 H -2.36776 4.82116 -1.01668  0.4126
36 H -0.92396 10.57487 -0.86794  0.3844
37 H 8.16306 0.96696 -9.57977  0.3683
38 N 4.29121 5.94948 3.62845  -0.4435
39 H -3.42638 -7.51986 1.68977  0.4885
40 C 0.75765 -12.49196 5.46495  -0.1723
41 H 1.81543 -2.21926 0.06846  0.3269
42 C 4.43135 3.21338 0.54408  -0.8862
43 C -4.53589 -4.17748 2.91782  -0.0387
44 C 2.72386 -2.67157 0.45240  -0.0225
45 C 6.12898 1.61674 -9.83790  -0.3657
46 H -0.50669 -5.01044 0.79661  0.8756
47 H -11.20843 1.48475 2.57286  0.3498
48 C -0.49834 -13.39100 3.77941  -0.1407
49 C -9.21430 1.67692 -0.15492  -0.5917
50 H -5.89955 -3.90673 1.27766  0.3807
51 H -1.46651 -13.43238 3.29057  0.3580
52 H -9.12998 2.13896 -1.13055  0.3548
53 H 6.17663 1.67085 -10.91847  0.3497
54 C 5.28885 2.52530 -0.53359  0.2625
55 C 1.88246 -13.20206 5.07745  -0.4137
56 C 3.45766 6.57513 5.79811  -0.4184
57 C 6.05631 1.63481 -2.80698  -0.0365
58 F -0.89700 4.06636 -2.38034  -0.3060
59 C 3.11491 3.91963 0.06953  -0.3016
60 H -5.97132 -1.00800 4.44936  0.3942
61 C -1.39388 -1.11152 -6.71328  -0.3242
62 C 3.66274 3.18425 -2.53422  -0.3942
63 C -1.42762 0.51588 -4.95969  -0.4934
64 N -4.95418 6.99065 -1.04730  -0.5695
65 C -1.91833 0.05325 -6.17214  -0.4584
66 H 1.76879 10.06633 2.43033  0.1964
67 N 0.09799 -1.34173 -4.83881  -0.5196
68 H -3.51731 -9.27182 3.46561  0.3484
69 H -4.09083 -5.08809 2.52940  0.3894
70 H -0.00628 0.11113 -3.39057  0.7849
71 C -3.26584 5.31654 -0.67106  0.0580
72 H -1.81415 1.42118 -4.50789  0.3907
73 N 1.88210 8.62956 0.96569  -0.1192
74 N -1.37808 -7.51977 1.52772  -0.3857
75 C 0.34868 10.48195 0.86378  -0.7090
76 H 5.77661 1.47541 -6.05313  0.9166
77 C 0.36981 3.38888 -2.23518  0.6234
78 H -6.86028 -1.82301 2.26388  0.4387
79 C -1.37215 -9.48961 3.50556  0.1247
80 C -4.57102 -2.63250 4.60321  -0.3750
81 H 4.20354 4.64074 5.21078  0.3534
82 H 3.87398 -4.95502 2.65061  0.3921
83 N -0.42774 -12.56881 4.83850  -0.4860
84 C 4.94188 2.47684 -2.04618  0.3128
85 N 4.82982 1.89087 -7.83004  -0.4436
86 C -0.68426 -2.47183 -1.22592  -0.6831
87 C -9.33493 0.47239 2.27933  -0.0396
88 C 2.67476 -3.64652 1.43653  -0.1370
89 C -1.51931 -1.79081 0.89690  -0.7610
90 F 0.07725 3.02848 0.24337  -0.2434
91 C 7.12368 1.16917 -7.70782  -0.6390
92 O 7.32637 1.63115 0.64670  -0.5319
93 C -0.23540 -8.06110 1.97953  -0.1957
94 C -5.57998 -1.90739 3.99013  -0.3505
95 H -3.40201 6.65881 -2.35197  0.4003
96 C -5.54079 -3.52209 2.22427  -0.5553
97 C -0.17927 -9.04143 2.95706  -0.5216
98 C -8.23114 0.81702 0.30689  -0.1845
99 H -5.52184 5.35541 1.85171  0.3791
100 N -0.42917 -3.72005 -0.80149  -0.4447
101 F -1.08369 1.73280 -1.20983  -0.2686
102 H 6.01571 -4.14162 1.65894  0.3665
103 H -4.15129 -2.31346 5.55213  0.3746
104 H -11.09634 2.59287 0.33870  0.3722
105 F 1.71549 5.19478 -3.21832  -0.3352
106 H 3.34022 9.18836 3.65122  0.4080
107 H 6.71318 0.07127 -1.60415  0.3034
108 C 0.56694 -14.14571 3.31576  -0.4249
109 H -9.33956 -0.02794 3.24242  0.3414
110 C -10.30519 1.92670 0.66514  -0.0816
111 C -1.22257 -1.47868 -0.42232  0.1708
112 C 5.00722 -2.75877 0.35842  -0.1609
113 H 4.29277 7.41003 2.18304  0.3814
114 H 2.81425 -13.09864 5.61934  0.3638
115 C 3.87100 -4.18906 1.88261  -0.5488
116 N 6.88549 1.08997 -1.71890  -0.2113
117 H 7.96317 0.86875 -7.09331  0.3433
118 C 3.51538 8.19164 4.03439  -0.2730
119 H -0.04244 11.38030 1.32490  0.3704
120 H -0.43834 -2.27777 -2.26570  0.4573
121 C 0.39135 8.87390 -0.90813  -0.6499
122 H 0.45143 -14.79451 2.45660  0.3568
123 C 6.64922 1.70911 -0.40736  0.1495
124 F 1.12781 1.31872 -0.98697  -0.2179
125 C 3.99382 5.66111 4.90630  -0.1967
126 H 2.63825 -14.61920 3.64738  0.3594
127 C -5.52139 6.61709 0.11059  -0.3229
128 C 4.04588 7.20520 3.21925  -0.2473
129 H 1.83516 7.30788 -0.59957  0.6764
130 O 6.11583 1.48631 -4.04154  -0.5036
131 C -10.37131 1.31333 1.90776  -0.6432
132 H 5.91353 -2.37244 -0.09766  0.2920
133 C -5.02299 5.61363 0.92584  -0.4012
134 C 1.44354 4.56694 -1.94662  0.7924
135 C -1.26774 -3.07368 1.36111  -0.3447
136 H 0.67081 -7.67534 1.52257  0.3922
137 C -0.72416 -3.99515 0.47994  -0.9510
138 C 4.96105 1.93857 -9.16554  -0.2154
139 H -3.45154 4.15966 1.13242  0.4122
140 C 3.21605 7.86584 5.34914  -0.2965
141 C -0.13873 10.03040 -0.35484  -0.2958
142 H 0.77234 -9.44394 3.28193  0.3658
143 C 1.35311 9.75195 1.47853  0.0999
144 H 4.72258 3.22182 1.64252  0.4054
145 C -3.87195 4.95201 0.52246  -0.3708
146 C -6.07136 -2.36452 2.77566  -0.0379

A 2-piece molecular cluster, C2HClN2S overall in a non-equilibrium geometry. Source: the OMol25 dataset; level of theory: wB97M-V/def2-TZVPD.

Its LUMO energy is -0.13 eV. The orbital gap is 9.0 eV. Its SMILES is S=C=NCl.C#N. The calculation puts the relative energy (zero: lowest compared OMol25 entry of this formula, charge and spin) at 167.4 kJ/mol. The spin multiplicity is 1. The value obtained for the calculated total energy is -1044.5926 hartree.

Each line ends with the Mulliken charge.
Geometry (Å):
1 H 0.50672 -1.89522 -1.11118  0.2712
2 S -4.09128 2.06041 0.14822  -0.3015
3 C -3.60039 0.55246 -0.05003  0.4568
4 N -3.10187 -0.52920 0.01238  -0.1906
5 C -0.06316 -1.01611 -0.90240  0.0549
6 N -0.79608 -0.27185 -0.47459  -0.3302
7 Cl -3.31027 -2.15991 -0.00351  0.0394

A 2-piece molecular cluster, C4H4N2S overall in a non-equilibrium geometry. Source: the OMol25 dataset; level of theory: wB97M-V/def2-TZVPD.

Its LUMO energy is 0.28 eV. The orbital gap is 9.5 eV. Its SMILES is C=C1C=N1.N=C=S. The calculation puts the relative energy (zero: lowest compared OMol25 entry of this formula, charge and spin) at 403.1 kJ/mol. The spin multiplicity is 1. The value obtained for the calculated total energy is -662.3721 hartree.

Each line ends with the Mulliken charge.
Geometry (Å):
1 C 3.64015 0.18335 0.55130  0.3960
2 S 5.01537 0.32386 -0.10757  -0.3882
3 H -2.33408 0.88717 0.41533  0.2952
4 C 0.15617 -1.24291 -0.90591  -0.7011
5 N -0.07915 0.96069 0.52628  -0.5162
6 C -0.39883 -0.21771 -0.36879  0.4520
7 H -0.31459 -2.18071 -1.33335  0.2284
8 N 2.74084 0.24764 1.32048  -0.3699
9 H 1.10092 -1.52757 -0.61535  0.2617
10 H 1.79428 0.56392 1.10218  0.4735
11 C -1.26511 0.72613 0.19817  -0.1315